P:
15
Properties=species:S:1:pos:R:3:mulliken_charge:R:1 method="wB97M-V/def2-TZVPD" spin_multiplicity=1 charge=+1 smiles="[NH3+][C@](O)(C=O)CO"
N -0.29166 -0.55558 -1.15051 -0.4503
C -0.67666 -0.09462 0.39628 0.8329
O -1.17402 -1.14825 0.98443 -0.5359
C -1.61474 1.01985 0.05708 -0.2448
O -2.75363 0.67599 -0.11534 -0.4064
C 0.76193 0.16881 0.96703 -0.4995
O 1.43477 0.91873 -0.00853 -0.5809
H -1.02687 -0.48167 -1.88963 0.3464
H 0.61335 0.08133 -1.32985 0.4239
H -0.11803 -1.46712 -0.92153 0.2760
H -2.05025 -1.49182 1.15724 0.3892
H -1.23214 2.03824 0.01237 0.3625
H 1.13357 -0.82339 1.34275 0.3699
H 0.56333 0.70423 1.94254 0.3595
H 1.69037 1.79679 0.33304 0.3575

Q:
15
Properties=species:S:1:pos:R:3:mulliken_charge:R:1 method="wB97M-V/def2-TZVPD" spin_multiplicity=1 charge=+1
O -1.83741 -0.08898 -1.26932 -0.6014
C -1.47729 -0.78374 -2.17912 0.2342
O -0.19523 -0.85405 -2.52750 -0.3912
H -2.15509 -1.39936 -2.78641 0.3401
H -0.08552 -1.44127 -3.29021 0.3613
O 1.49210 0.80046 2.78972 -0.4277
C 1.85153 0.29992 1.76448 0.0871
C 0.87659 0.10608 0.62366 -0.5575
N -0.47176 0.49576 1.10273 -0.1958
H 2.89353 -0.00873 1.59297 0.3692
H 1.14734 0.71595 -0.23890 0.3479
H 0.86110 -0.93299 0.29707 0.3561
H -1.17320 0.45692 0.34378 0.3154
H -0.76732 -0.14006 1.84465 0.3693
H -0.44688 1.43672 1.49989 0.3931

R:
15
Properties=species:S:1:pos:R:3:mulliken_charge:R:1 method="wB97M-V/def2-TZVPD" spin_multiplicity=1 charge=+1
C -1.69566 -0.64156 -0.21016 -0.0851
C 0.74935 -0.28458 -0.96405 -0.7944
C -0.48023 0.30292 -0.43511 0.7778
N 0.01737 0.15513 1.57646 -0.6460
O -2.71289 -0.22892 0.22420 -0.3866
O 0.93148 -1.57611 -0.43383 -0.5276
O -0.73769 1.55553 -0.70965 -0.4426
H -1.54190 -1.53466 -0.78902 0.3709
H 1.53720 0.31064 -0.67250 0.5283
H 0.68855 -0.13226 -2.02596 0.4927
H 0.81219 -0.54470 1.45808 0.3434
H 0.15622 1.20621 1.79808 0.3212
H -0.68647 -0.32413 2.09826 0.3011
H 1.78670 -1.84363 -0.83036 0.3468
H -1.64971 1.77619 -0.36346 0.4001

Most stable structure: Q

P:
15
Properties=species:S:1:pos:R:3:mulliken_charge:R:1 method="wB97M-V/def2-TZVPD" spin_multiplicity=1 smiles="C=CCN(I)SC"
C -0.83486 -1.38915 -2.20542 -0.8685
C -0.38971 -0.73839 -1.15605 -0.1181
C 0.99851 -0.08645 -0.99366 -0.1975
N 1.07524 0.55172 0.24006 -0.3125
I 3.15124 1.14653 0.66344 0.0644
S -0.17107 1.56897 0.71671 0.0047
C 0.19218 1.40204 2.46412 -0.9287
H -0.20538 -1.26687 -3.08661 0.2361
H -1.72052 -1.86469 -2.13807 0.3446
H -1.04650 -0.90535 -0.29815 0.2025
H 1.80125 -1.00851 -0.90903 0.3130
H 1.10599 0.58549 -1.90336 0.3015
H -0.02171 0.48912 2.84335 0.3972
H -0.37245 2.05555 3.18268 0.3158
H 1.19127 1.46979 2.72399 0.2455

Q:
15
Properties=species:S:1:pos:R:3:mulliken_charge:R:1 method="wB97M-V/def2-TZVPD" spin_multiplicity=1 smiles="CC(C)(I)NC=S"
C -0.17754 0.25708 -1.14929 -1.4477
C 0.51386 -0.15142 0.10525 0.4934
C 0.15667 0.89227 1.14804 -1.2966
I 2.81391 -0.33131 -0.00100 0.0183
N 0.05318 -1.43550 0.51673 -0.1703
C -0.22912 -2.39696 -0.34478 -0.2275
S -0.65910 -3.90126 0.01555 -0.3369
H 0.19158 -0.04640 -2.07320 0.4264
H -0.23913 1.40745 -1.20848 0.3044
H -1.21742 -0.02662 -1.02379 0.4601
H 0.78614 0.92204 2.09735 0.3627
H -0.79019 0.80228 1.64717 0.4019
H 0.31839 1.92153 0.70916 0.3647
H 0.29543 -1.64733 1.43630 0.3019
H -0.22958 -2.00600 -1.28292 0.3452

Most stable structure: Q

P:
22
Properties=species:S:1:pos:R:3:mulliken_charge:R:1 method="wB97M-V/def2-TZVPD" spin_multiplicity=1
C -0.55452 -0.59055 2.04963 -1.7051
C 1.37924 0.83316 1.43810 -1.2487
C 0.88298 0.43365 -2.17495 -1.0243
C -1.70965 -1.12366 -1.51355 -1.0944
C 0.47256 -0.25870 0.96318 1.4708
O 1.24833 -1.50458 0.53392 -0.5730
O -2.15627 1.85697 -0.37743 -0.8106
Si -0.29909 -0.10741 -0.75146 0.4282
H -0.69774 -1.74216 2.12251 0.3131
H -1.47209 0.03420 1.87187 0.3451
H -0.10190 -0.39384 3.00980 0.4983
H 2.46015 0.56832 1.26972 0.3118
H 1.20493 1.07455 2.49107 0.3750
H 1.21676 1.88766 0.90379 0.2621
H 0.78251 -0.38281 -2.89028 0.3285
H 0.71040 1.45087 -2.71389 0.3265
H 1.96761 0.60587 -1.76740 0.2771
H -2.48515 -1.14673 -0.78263 0.3062
H -1.94701 -0.69278 -2.53194 0.2917
H -1.46736 -2.11653 -1.84702 0.4528
H 2.20174 -1.28464 0.56213 0.2840
H -1.63641 2.59915 0.13483 0.1849

Q:
22
Properties=species:S:1:pos:R:3:mulliken_charge:R:1 method="wB97M-V/def2-TZVPD" spin_multiplicity=1
C -0.30765 0.73684 -2.35827 -1.0836
C -1.48018 0.07397 0.47031 -1.3238
C 0.30570 1.97463 0.58114 -1.3890
C 0.48215 0.28791 -1.21077 -0.7350
C -0.12363 0.57075 0.14847 1.3116
O -0.37563 -2.52661 1.44877 -0.4082
O 1.00027 -0.39216 1.24957 -0.2414
Si 1.13026 -1.99857 1.37593 0.1688
H -1.19419 0.24053 -2.52857 0.3434
H 0.28072 0.72079 -3.31432 0.3322
H -0.50704 1.80274 -2.07439 0.2671
H -2.21064 -0.19353 -0.33938 0.2977
H -1.47851 -0.80052 1.16889 0.2844
H -1.98058 0.87146 1.03639 0.3629
H 1.37492 1.81048 0.84086 0.4067
H 0.11383 2.70365 -0.12768 0.3330
H -0.27471 2.00918 1.57720 0.3876
H 1.37503 0.97144 -1.10476 0.2643
H 0.82916 -0.65105 -1.21623 0.4362
H -0.75772 -3.32639 1.60982 0.2787
H 2.05248 -2.43978 0.11431 -0.1320
H 1.74593 -2.44577 2.65273 -0.1614

Most stable structure: Q

P:
16
Properties=species:S:1:pos:R:3:mulliken_charge:R:1 method="wB97M-V/def2-TZVPD" spin_multiplicity=1 smiles="C/C(=N/S)N(C)N"
C -0.34272 -2.01953 0.43968 -0.7395
C -0.13806 -0.55083 0.21588 0.4876
N 0.17229 -0.17373 1.36156 -0.4501
S 0.80213 1.42606 1.31350 -0.2476
N -0.01590 -0.10433 -1.05967 0.0550
C -0.49050 -1.11364 -2.09969 -0.6369
N -0.71361 1.16644 -1.30975 -0.5644
H 0.76647 -2.59631 0.39645 0.1766
H -0.83736 -2.13625 1.52892 0.3145
H -1.13582 -2.38847 -0.44868 0.1908
H 1.64196 1.33783 2.40203 0.1478
H -1.40956 -1.75420 -1.54795 0.2510
H 0.33162 -2.00560 -2.38466 0.2446
H -0.84269 -0.49691 -3.12642 0.3009
H -1.54313 1.23727 -0.74716 0.2339
H -0.07742 1.87097 -1.36869 0.2359

Q:
16
Properties=species:S:1:pos:R:3:mulliken_charge:R:1 method="wB97M-V/def2-TZVPD" spin_multiplicity=1
C -0.95301 -0.06475 1.02085 -0.4374
C -0.34021 -0.11504 -0.40983 -0.1373
C 1.10133 0.71891 -0.53777 0.4939
H -3.13352 0.36561 0.41888 0.2489
H -2.53397 -1.29834 0.67412 0.2497
H -0.76068 0.95901 1.36973 0.3096
H -0.44296 -0.82180 1.92031 0.1972
H -0.90433 0.41464 -1.24943 0.2336
H 1.28025 -2.17153 -0.45741 0.0702
H 3.06928 0.65405 0.04179 0.3265
H 2.45961 -0.88570 -1.00722 0.1983
H 0.36917 2.37258 -0.44385 0.2690
N -2.44657 -0.33711 0.94595 -0.5601
N 2.20432 -0.03820 -0.61050 -0.4809
N 1.32651 1.98841 -0.46189 -0.7700
S -0.29522 -1.74074 -1.21374 -0.2112

R:
16
Properties=species:S:1:pos:R:3:mulliken_charge:R:1 method="wB97M-V/def2-TZVPD" spin_multiplicity=1
C -1.13315 0.16137 1.93584 -0.8861
C 0.83955 -0.43599 0.53823 -0.7109
C 0.92613 -0.56097 -1.07097 0.7015
H -0.53556 1.08337 2.34545 0.3050
H -2.14461 0.87284 1.95628 0.2742
H -1.21386 -0.68653 2.59372 0.3732
H -1.23534 -1.05578 0.24367 0.2856
H 1.12422 0.75065 0.64747 0.3600
H 1.16469 -1.18372 1.17475 0.4685
H 0.99429 -1.55286 -2.90656 0.2554
H 0.13478 0.11123 -2.65409 0.3634
H -0.50572 1.63029 -0.20845 0.2138
N -0.71969 -0.16585 0.55216 -0.4692
N 0.69293 -1.70917 -1.83336 -0.7678
N 1.05098 0.51617 -1.87751 -0.5930
S 0.56036 2.22497 -1.43662 -0.1736

Most stable structure: Q